{"formula": "C3H10S2", "method": "ωB97M-V/def2-TZVPD", "symbols": ["C", "C", "C", "H", "H", "H", "H", "H", "H", "H", "H", "S", "S", "H", "H"], "coordinates": [[-0.458, 1.247, -0.982], [0.091, -0.170, -1.107], [1.455, -0.318, -0.440], [0.199, 1.958, -1.491], [-1.441, 1.341, -1.436], [-0.552, 1.532, 0.064], [-0.603, -0.879, -0.646], [0.160, -0.428, -2.165], [1.855, -1.324, -0.584], [1.375, -0.148, 0.633], [2.171, 0.393, -0.863], [-1.423, 0.097, 2.829], [-1.022, -1.901, 2.478], [-0.230, 0.578, 2.449], [-1.577, -1.977, 1.260]], "nbo_charge": [-0.60, -0.39, -0.60, 0.20, 0.21, 0.20, 0.19, 0.20, 0.21, 0.20, 0.20, -0.12, -0.12, 0.12, 0.12], "smiles": "CCC.SS", "multiplicity": 1, "orbital_gap_ev": 9.999}